No. 1
{
  "formula": "C3H8AlBaClNO2",
  "method": "ωB97M-V/def2-TZVPD",
  "homo_energy_ha": -0.4285,
  "total_charge": 1,
  "orbital_gap_ev": 5.8,
  "e_tot_ha": -1052.23677,
  "species": ["N", "C", "Al", "Cl", "C", "C", "O", "O", "H", "H", "H", "H", "H", "H", "H", "H", "Ba"],
  "positions_angstrom": [[-1.4377, -1.0058, -0.1872], [-0.9988, -0.3484, -1.4350], [0.8177, 0.6120, -1.1123], [0.1990, 2.6592, -0.8775], [1.3861, -0.2165, 0.6383], [0.8071, 0.6409, 1.6854], [-0.3333, 0.5437, 2.1124], [1.6417, 1.6078, 2.1182], [-0.8869, -1.7357, 0.2240], [-2.2171, -0.6677, 0.3438], [-1.7725, 0.3588, -1.7520], [-0.8327, -1.0927, -2.2345], [1.8676, 0.4238, -2.2822], [2.4749, -0.3086, 0.6708], [0.9394, -1.2048, 0.8038], [1.1163, 2.3881, 2.3654], [-2.7708, -2.6540, -1.0813]],
  "forces_ev_per_a": [[-0.72, -0.53, -0.72], [-0.18, 0.00, 0.22], [0.46, 0.37, -0.10], [-0.10, 0.01, 0.07], [-0.09, -0.35, 0.32], [-0.16, 0.10, 0.46], [0.17, 0.00, -0.29], [-0.05, 0.30, -0.46], [1.17, 1.00, 1.13], [0.71, 1.19, 1.05], [0.14, 0.01, 0.08], [-0.08, -0.38, -0.12], [-0.18, -0.20, -0.09], [-0.18, 0.21, 0.08], [0.30, -0.03, -0.22], [0.04, -0.36, 0.28], [-1.25, -1.35, -1.69]],
  "mulliken_charge": [-0.8964, -0.9843, 0.2850, -0.3226, -0.3955, 0.3293, -0.6324, -0.4389, 0.4665, 0.4091, 0.4251, 0.4359, -0.2482, 0.4607, 0.0712, 0.3522, 1.6835]
}

No. 2
{
  "formula": "C3H8BBrN4O4P",
  "method": "ωB97M-V/def2-TZVPD",
  "homo_energy_ha": -0.4772,
  "total_charge": 1,
  "orbital_gap_ev": 8.4,
  "e_tot_ha": -3579.09199,
  "species": ["C", "B", "O", "C", "N", "O", "N", "C", "P", "N", "O", "O", "N", "Br", "H", "H", "H", "H", "H", "H", "H", "H"],
  "positions_angstrom": [[3.1896, 0.8328, 0.2798], [2.4205, -0.2424, -0.5445], [2.8693, -0.9411, -1.5786], [0.8937, -0.5397, -0.1143], [0.3732, -1.4784, 0.6409], [1.0797, -2.4822, 1.1945], [-0.9574, -1.3869, 0.8044], [-1.3034, -0.3260, 0.1191], [-3.0342, 0.3004, 0.0880], [-3.4541, 0.5474, 1.5304], [-3.8112, -0.8385, -0.6517], [-3.0787, 1.5132, -0.9388], [-0.1532, 0.2108, -0.4871], [0.0129, 1.6539, -1.6078], [4.1894, 1.0163, -0.0826], [2.6221, 1.7593, 0.2654], [3.2078, 0.5184, 1.3193], [3.7555, -0.6882, -1.8517], [1.1546, -2.2868, 2.1406], [-3.8118, 1.4765, 1.6992], [-3.6324, -0.8579, -1.6028], [-2.5319, 2.2392, -0.6217]],
  "forces_ev_per_a": [[-0.58, -0.35, -0.29], [0.26, 0.30, 0.65], [-0.27, -0.22, -0.33], [0.48, 0.07, -0.59], [-0.17, 0.22, 0.19], [0.12, -0.17, -0.19], [-0.06, 0.43, -0.24], [0.59, -0.21, -0.47], [-0.87, 0.28, 1.33], [0.58, 0.09, -0.33], [0.19, -0.03, -0.49], [0.49, -0.39, -0.43], [-0.83, -0.49, 0.65], [0.07, 0.08, -0.11], [0.33, 0.09, 0.02], [-0.01, 0.31, 0.04], [0.20, -0.01, 0.29], [0.25, -0.11, -0.12], [-0.12, -0.02, 0.19], [-0.31, -0.06, 0.38], [-0.20, -0.25, -0.10], [-0.15, 0.44, -0.05]],
  "mulliken_charge": [-0.8623, 0.3490, -0.5032, 0.0352, 0.9034, -0.4255, -0.6825, 0.3414, 0.7648, -0.6929, -0.4952, -0.5122, 0.0296, 0.1728, 0.2978, 0.3155, 0.3004, 0.3441, 0.3908, 0.2762, 0.3467, 0.3061]
}

No. 3
{
  "formula": "C3H8BI2",
  "method": "ωB97M-V/def2-TZVPD",
  "homo_energy_ha": -0.1582,
  "total_charge": -1,
  "orbital_gap_ev": 7.1,
  "e_tot_ha": -739.35193,
  "species": ["B", "C", "I", "C", "C", "I", "H", "H", "H", "H", "H", "H", "H", "H"],
  "positions_angstrom": [[-1.2654, -1.0884, -0.1068], [-0.1579, -0.3067, -1.0340], [1.0986, -1.7708, -2.1036], [0.7093, 0.7844, -0.2601], [0.4073, 0.8890, 1.2452], [2.8525, 0.4114, -0.4347], [-1.9682, -0.2501, 0.4305], [-0.6535, -1.6764, 0.7671], [-1.9374, -1.8579, -0.7537], [-0.6868, 0.2257, -1.8369], [0.5294, 1.7509, -0.7358], [1.0901, 1.6477, 1.6575], [-0.6072, 1.2704, 1.3698], [0.5892, -0.0293, 1.7957]],
  "forces_ev_per_a": [[0.52, -0.10, 0.19], [-0.03, 0.56, 0.32], [-1.09, -0.38, -0.47], [-0.52, -1.20, -0.04], [0.75, 0.98, -0.36], [0.39, 1.15, 0.61], [-0.20, 0.22, -0.06], [-0.06, -0.26, 0.16], [-0.08, -0.08, -0.22], [0.48, -0.23, -0.09], [0.34, -0.07, 0.07], [-0.17, -0.10, -0.01], [-0.02, -0.39, 0.10], [-0.31, -0.11, -0.20]],
  "mulliken_charge": [0.2676, -0.6609, -0.1736, -0.0941, -1.5319, -0.0530, -0.2255, -0.2101, -0.2096, 0.3151, 0.3405, 0.4669, 0.3789, 0.3898]
}

No. 4
{
  "formula": "C3H8BNO2",
  "method": "ωB97M-V/def2-TZVPD",
  "homo_energy_ha": -0.2863,
  "orbital_gap_ev": 8.1,
  "relative_energy_kcal_mol": 84.10,
  "e_tot_ha": -349.15460,
  "species": ["C", "B", "O", "H", "H", "H", "C", "C", "N", "H", "H", "H", "O", "H", "H"],
  "positions_angstrom": [[-1.5224, -2.1471, 0.3115], [-1.7529, -0.9712, -0.4045], [-2.0945, 0.1164, -0.8958], [-1.8484, -2.5575, 1.1759], [-0.9931, -2.8602, -0.3841], [-1.4819, 0.8628, -0.8744], [2.1014, -0.3703, -0.1634], [1.3697, 0.4509, 0.8534], [0.8882, 1.1594, 1.6156], [2.5649, -1.2991, 0.2502], [1.4297, -0.6202, -1.0064], [2.9862, 0.2955, -0.3585], [-0.6858, 2.3619, -0.2330], [-0.4310, 3.2759, -0.6276], [-0.5300, 2.3027, 0.7413]],
  "forces_ev_per_a": [[1.92, 0.28, -4.50], [0.24, -3.55, 3.21], [-1.00, 2.96, -2.36], [-0.94, -0.79, 2.59], [-0.44, 0.38, 0.86], [0.23, 0.89, 0.26], [0.65, 0.65, 1.02], [0.54, -1.10, -0.41], [0.02, -0.12, 0.14], [-0.85, 0.69, -0.04], [0.69, 0.37, 0.34], [-0.89, -0.69, -0.72], [0.26, 2.03, -0.88], [-0.67, -2.48, 1.58], [0.22, 0.48, -1.09]],
  "mulliken_charge": [-0.6095, 0.3314, -0.4975, 0.2793, 0.1587, 0.3506, -0.6930, 0.4639, -0.5622, 0.2747, 0.2206, 0.3011, -0.6764, 0.2980, 0.3604]
}

No. 5
{
  "formula": "C3H8Ba2FO3RbS",
  "method": "ωB97M-V/def2-TZVPD",
  "homo_energy_ha": -0.5984,
  "total_charge": 4,
  "orbital_gap_ev": 2.1,
  "relative_energy_kcal_mol": 77.21,
  "e_tot_ha": -916.36642,
  "species": ["Rb", "Ba", "Ba", "F", "O", "S", "O", "O", "C", "C", "C", "H", "H", "H", "H", "H", "H", "H", "H"],
  "positions_angstrom": [[-0.4324, -0.8329, -5.6308], [0.9341, -7.1407, -3.6380], [-4.9948, -8.0925, -4.8625], [-2.2989, -4.5126, -3.9952], [-1.9729, 1.7398, 1.4016], [-0.8287, 1.1013, 0.7653], [-0.3479, 1.5210, -0.5520], [0.4703, 1.2603, 1.8304], [1.0417, 2.5311, 2.0375], [2.3693, 2.6825, 1.2527], [-0.8867, -0.7842, 0.8400], [1.0910, 2.6586, 3.1189], [0.2488, 3.2208, 1.7484], [3.0735, 2.0002, 1.7286], [2.8214, 3.6716, 1.3265], [2.3185, 2.2988, 0.2337], [0.1444, -1.0954, 0.6728], [-1.4789, -1.0182, -0.0447], [-1.2718, -1.2094, 1.7668]],
  "forces_ev_per_a": [[-0.17, 0.39, 0.06], [0.15, 0.70, 0.27], [-0.72, 0.50, -0.01], [0.74, -1.55, -0.28], [1.35, -1.22, -1.44], [1.71, 0.79, 2.10], [-1.05, -0.92, 1.29], [-1.82, -2.57, -1.46], [-0.38, 1.54, -0.79], [-0.16, -0.85, 1.12], [0.31, 1.58, -0.63], [0.60, -0.10, -0.06], [0.39, 0.67, -0.24], [0.19, 0.01, 0.18], [-0.34, 0.04, -0.19], [-0.45, 0.52, -0.10], [-0.04, 0.13, 0.07], [-0.18, -0.19, 0.22], [-0.13, 0.51, -0.10]],
  "mulliken_charge": [1.0006, 1.9227, 1.9705, -0.8958, -0.5501, 1.1023, -0.5874, -0.2892, -0.3940, -0.9653, -0.8722, 0.3521, 0.3523, 0.3042, 0.3531, 0.2286, 0.2742, 0.3528, 0.3405]
}

No. 6
{
  "formula": "C3H8BrN2",
  "method": "ωB97M-V/def2-TZVPD",
  "homo_energy_ha": [-0.4899, -0.4959],
  "total_charge": 1,
  "orbital_gap_ev": [8.1, 8.6],
  "relative_energy_kcal_mol": 140.52,
  "e_tot_ha": -2802.18058,
  "species": ["C", "C", "C", "N", "N", "Br", "H", "H", "H", "H", "H", "H", "H", "H"],
  "positions_angstrom": [[0.5519, -0.6972, -1.0188], [0.1987, -0.8205, 0.4772], [-0.9527, 1.2239, 0.9873], [-0.6282, -0.3494, -1.7364], [0.3009, 0.4207, 1.1090], [-0.4899, 0.3742, -3.4184], [1.3986, 0.1578, -1.1728], [1.0221, -1.6469, -1.3009], [-0.7786, -1.2537, 0.7412], [0.9020, -1.5012, 0.9242], [-1.1385, 2.0948, 0.2630], [-1.9668, 0.7592, 1.3522], [0.5125, 0.2520, 2.1268], [1.0682, 0.9862, 0.6663]],
  "forces_ev_per_a": [[1.46, 1.71, -0.17], [0.01, -3.22, -1.74], [-2.89, 0.44, -0.28], [-0.89, 0.09, -0.26], [-0.36, 4.07, 1.80], [0.44, -0.39, 0.73], [-1.51, -1.89, 0.43], [-0.19, 0.11, -0.47], [0.15, 0.16, -0.75], [0.58, -0.18, 0.24], [1.28, -1.53, 1.10], [2.58, 0.53, -0.48], [-0.14, 0.67, -0.97], [-0.53, -0.56, 0.82]],
  "mulliken_charge": [-0.3418, -0.6803, -0.5188, -0.3275, -0.0733, 0.0671, 0.3568, 0.3459, 0.3962, 0.3858, 0.3351, 0.3269, 0.3736, 0.3543]
}